No. 1
Computed, not measured: a gas-phase ion, C23H47N6O13 (charge +1), with wB97M-V/def2-TZVPD.

```
! wB97M-V def2-TZVPD RIJCOSX def2/J DEFGRID3
* xyz 1 1
N 1.087 -2.483 -2.773
H 1.955 -2.924 -3.065
H 0.424 -2.596 -3.535
C 0.581 -3.176 -1.579
C 1.595 -3.135 -0.429
C 1.337 -4.301 0.531
O 1.666 -5.492 -0.127
H 1.917 -6.130 0.558
C 2.209 -4.098 1.781
O 2.176 -5.241 2.582
H 1.639 -5.024 3.364
H 3.246 -3.960 1.443
C 1.727 -2.837 2.536
N 0.852 -3.244 3.612
H -0.072 -3.465 3.254
H 0.741 -2.502 4.292
H 2.596 -2.343 2.979
C 1.063 -1.840 1.539
O -0.320 -2.085 1.511
C -1.099 -0.970 1.148
H -0.770 -0.586 0.172
C -2.594 -1.353 1.104
C -2.966 -2.516 2.047
H -2.290 -3.353 1.870
H -3.991 -2.828 1.823
O -2.841 -2.163 3.402
H -3.558 -1.553 3.623
H -2.907 -1.632 0.089
O -3.314 -0.189 1.491
C -2.465 0.810 2.005
O -2.465 1.960 1.204
C -2.415 1.806 -0.209
C -3.669 2.506 -0.775
O -3.696 3.853 -0.383
H -3.581 3.879 0.575
C -3.702 2.451 -2.319
N -4.848 3.108 -2.901
H -4.864 4.080 -2.608
H -5.711 2.680 -2.584
C -2.432 3.108 -2.866
C -1.161 2.456 -2.324
N -0.945 1.076 -2.781
H -0.877 1.075 -3.795
H -1.752 0.509 -2.543
C -1.156 2.474 -0.785
H -1.165 3.515 -0.442
O 0.012 1.823 -0.291
C 1.134 2.644 -0.135
O 1.810 2.894 -1.354
C 2.868 2.059 -1.804
C 3.848 1.625 -0.681
O 3.751 0.228 -0.498
H 4.421 -0.058 0.132
C 3.506 2.374 0.625
O 3.767 3.743 0.551
H 3.249 4.138 -0.162
H 4.150 2.003 1.433
C 2.033 2.046 0.962
N 1.564 2.522 2.240
H 1.782 3.506 2.355
H 1.998 2.019 3.005
H 1.924 0.956 0.940
H 4.869 1.894 -0.985
H 3.412 2.720 -2.490
C 2.391 0.861 -2.647
N 1.418 0.018 -1.944
H 0.469 0.492 -1.983
H 1.736 -0.156 -0.982
H 1.317 -0.973 -2.377
H 1.925 1.240 -3.557
H 3.272 0.274 -2.908
H 0.805 3.645 0.186
H -0.289 3.029 -2.662
H -2.450 3.060 -3.956
H -2.448 4.157 -2.574
H -3.749 1.395 -2.620
H -4.550 1.978 -0.371
H -2.444 0.747 -0.473
H -2.852 1.163 2.969
C -1.064 0.181 2.183
O -0.811 -0.283 3.471
H -1.416 -1.031 3.657
H -0.313 0.942 1.965
O 1.616 -1.873 0.246
H 1.249 -0.817 1.887
H 0.276 -4.315 0.827
H 2.603 -3.268 -0.845
H -0.346 -2.691 -1.266
H 0.378 -4.233 -1.780
*
```

LUMO energy, eV: -2.2052
Highest occupied orbital energy, eV: -11.57
SMILES string: NC[C@H]1O[C@@H](O[C@@H]2[C@H](O)[C@@H](O[C@H]3[C@@H](O)[C@@H](N)C[C@H](N)[C@@H]3O[C@@H]3O[C@H](C[NH3+])[C@H](O)[C@@H](O)[C@H]3N)O[C@@H]2CO)[C@@H](N)[C@@H](O)[C@@H]1O

=====

No. 2
Computed, not measured: a molecular structure, C23H47N9O3P2Re, with wB97M-V/def2-TZVPD.

```
! wB97M-V def2-TZVPD RIJCOSX def2/J DEFGRID3
* xyz 4 4
Re 0.543 0.455 -1.509
C 1.697 -3.555 -2.682
C 1.496 -2.226 -2.062
N 0.556 -1.399 -2.416
C -0.392 -1.663 -3.503
C -1.603 -0.745 -3.343
N -1.255 0.626 -2.819
C -1.059 1.654 -3.877
C 0.345 1.540 -4.405
N 1.290 1.646 -3.248
C 1.599 3.084 -2.879
C 1.375 3.345 -1.388
N 1.666 2.071 -0.749
C 2.734 1.810 -0.073
C 3.683 2.825 0.446
C 3.024 0.351 0.031
C 4.049 -0.271 0.716
C 4.250 -1.636 0.516
C 3.456 -2.345 -0.389
C 2.430 -1.682 -1.033
N 2.218 -0.372 -0.771
H 2.085 -3.423 -3.700
H 0.759 -4.105 -2.775
H 2.410 -4.168 -2.139
H -0.733 -2.699 -3.500
H 0.121 -1.511 -4.456
H -2.278 -1.196 -2.621
H -2.125 -0.666 -4.297
H -2.059 0.919 -2.263
H -1.210 2.637 -3.424
H -1.783 1.544 -4.685
H 0.546 2.320 -5.140
H 0.503 0.582 -4.900
H 2.171 1.227 -3.546
H 0.978 3.758 -3.468
H 2.639 3.292 -3.129
H 0.338 3.619 -1.184
H 2.014 4.161 -1.055
H 3.170 3.734 0.756
H 4.413 3.098 -0.325
H 4.253 2.440 1.289
H 4.696 0.283 1.382
H 5.051 -2.148 1.036
H 3.658 -3.391 -0.575
C -0.867 -3.761 0.328
N -1.025 -2.729 1.351
C -0.319 -2.904 2.624
P -1.758 -1.353 0.894
O -1.239 -0.723 -0.384
O -1.584 -0.366 2.148
P -0.541 0.873 2.253
O 0.390 0.802 1.078
N 0.147 0.651 3.699
C -0.530 0.032 4.846
C 1.390 1.365 4.000
N -1.439 2.228 2.239
C -1.922 2.772 0.973
C -2.082 2.786 3.433
N -3.350 -1.640 0.801
C -4.022 -2.562 1.723
C -4.222 -0.621 0.209
H -0.996 -4.747 0.772
H 0.128 -3.726 -0.136
H -1.625 -3.634 -0.446
H -0.136 -3.966 2.774
H -0.924 -2.543 3.452
H 0.644 -2.383 2.640
H -1.479 -0.398 4.543
H -0.708 0.763 5.637
H 0.099 -0.754 5.267
H 1.751 1.875 3.107
H 2.154 0.666 4.347
H 1.236 2.103 4.789
H -1.381 2.309 0.146
H -1.771 3.853 0.952
H -2.994 2.589 0.852
H -1.551 2.491 4.334
H -3.120 2.458 3.517
H -2.079 3.873 3.368
H -3.338 -3.328 2.075
H -4.853 -3.043 1.207
H -4.436 -2.034 2.586
H -3.632 0.081 -0.380
H -4.774 -0.076 0.978
H -4.957 -1.096 -0.443
*
```

LUMO energy (spin up / spin down), eV: -12.9656 / -14.2461
Expectation value of S²: 3.776
Highest occupied orbital energy (spin up / spin down), eV: -19.16 / -19.16

=====

| no. | total energy (eV) | largest force on an atom (Eh/bohr) |
| --- | --- | --- |
| 1 | -60166.4881 | 0.0175 |
| 2 | -64841.7044 | 0.0409 |